(1)
This record from the OMol25 dataset describes C43H34FeN7O2PS as an isolated structure. The level of theory is wB97M-V/def2-TZVPD.

Values from the calculation:
LUMO level (spin up / spin down), eV: -3.32 / -4.52
HOMO-LUMO gap (spin up / spin down), eV: 6.944 / 5.795
2S+1: 2
Energy, hartree: -4195.81292
Largest force on an atom, eV Å⁻¹: 0.40
Net charge: +1

Last column: Mulliken charge in e.
CARTESIAN COORDINATES (ANGSTROEM)
Fe1 -0.076 0.318 0.116  0.168
C1 3.507 3.707 3.008  -0.494
C2 2.221 4.226 3.145  -0.867
C3 1.131 3.496 2.723  -0.422
C4 1.300 2.221 2.131  0.118
C5 2.612 1.748 1.929  -0.237
C6 3.691 2.473 2.394  -1.211
N1 0.223 1.477 1.713  0.786
C7 -1.007 1.702 2.327  0.140
C8 -1.178 1.960 3.691  -0.295
C9 -2.453 2.117 4.207  -0.996
C10 -3.572 2.027 3.381  -0.863
C11 -3.420 1.761 2.030  -0.595
C12 -2.145 1.585 1.520  0.514
N2 -1.860 1.310 0.139  1.770
N3 -2.775 1.651 -0.621  -1.666
C13 -2.549 1.590 -2.025  0.117
C14 -3.545 1.032 -2.820  -0.370
C15 -3.346 1.030 -4.188  -0.396
C16 -2.198 1.623 -4.700  -0.686
C17 -1.304 2.204 -3.815  -0.365
N4 -1.468 2.187 -2.493  -0.240
H1 4.360 4.272 3.360  0.432
H2 2.073 5.206 3.577  0.436
H3 0.142 3.924 2.803  0.562
H4 2.781 0.818 1.413  0.832
H5 4.687 2.072 2.262  0.536
H6 -0.312 2.007 4.337  0.634
H7 -2.579 2.302 5.265  0.433
H8 -4.562 2.153 3.796  0.449
H9 -4.275 1.680 1.374  0.529
H10 -4.436 0.620 -2.366  0.422
H11 -4.084 0.596 -4.850  0.467
H12 -2.014 1.663 -5.764  0.459
H13 -0.416 2.713 -4.175  0.477
O1 3.246 -1.795 1.235  -0.739
C18 2.104 -1.393 1.140  0.667
O2 1.675 -0.596 0.209  -0.592
C19 1.049 -1.779 2.187  -1.571
P1 -0.535 -1.664 1.311  2.256
C20 -1.820 -2.306 2.429  0.792
C21 -2.126 -3.668 2.446  -0.839
C22 -3.079 -4.161 3.324  -0.778
C23 -3.733 -3.302 4.196  -0.612
C24 -3.430 -1.948 4.189  -0.875
C25 -2.481 -1.453 3.307  0.040
C26 -0.409 -2.938 0.036  -0.675
C27 -1.522 -2.887 -0.964  -0.899
C28 -1.367 -3.734 -2.258  -0.039
C29 -0.079 -4.486 -2.376  -0.906
C30 0.825 -4.497 -1.401  -1.010
C31 0.665 -3.700 -0.175  -0.069
H14 1.051 -1.035 2.988  0.377
H15 1.262 -2.752 2.626  0.561
H16 -1.612 -4.345 1.774  0.428
H17 -3.308 -5.218 3.329  0.432
H18 -4.475 -3.688 4.882  0.405
H19 -3.933 -1.274 4.871  0.458
H20 -2.250 -0.397 3.314  0.201
H21 -2.482 -3.054 -0.471  0.509
H22 -2.194 -4.425 -2.422  0.406
H23 0.084 -5.066 -3.278  0.468
H24 1.729 -5.083 -1.502  0.467
H25 1.491 -3.717 0.525  0.478
N5 2.438 0.889 -2.955  -0.021
C32 3.573 1.524 -2.390  0.266
C33 4.856 1.129 -2.730  -0.799
C34 5.937 1.774 -2.151  -0.704
C35 5.740 2.782 -1.217  -0.747
C36 4.454 3.147 -0.850  -0.665
C37 3.369 2.528 -1.456  0.558
S1 1.702 2.994 -1.133  -0.259
N6 0.955 1.451 -1.222  0.178
C38 1.340 0.676 -2.180  -0.286
C39 0.423 -0.462 -2.485  1.516
C40 0.446 -1.134 -3.790  -1.591
C41 -0.465 -2.061 -4.078  -1.342
C42 -1.531 -2.423 -3.106  -0.535
C43 -1.556 -1.585 -1.804  -0.207
N7 -0.443 -0.673 -1.574  1.809
H26 2.662 0.138 -3.591  0.221
H27 5.011 0.326 -3.440  0.426
H28 6.940 1.478 -2.426  0.408
H29 6.588 3.281 -0.769  0.415
H30 4.286 3.918 -0.111  0.524
H31 1.187 -0.846 -4.523  0.478
H32 -0.452 -2.554 -5.043  0.472
H33 -2.497 -2.407 -3.615  0.628
H34 -2.461 -0.999 -1.657  0.337

(2)
This record from the OMol25 dataset describes C43H34N5O2S5Tl as an isolated structure. The level of theory is wB97M-V/def2-TZVPD.

Values from the calculation:
LUMO level, eV: 0.00
HOMO-LUMO gap, eV: 7.489
Energy, hartree: -4246.42914
Largest force on an atom, eV Å⁻¹: 0.16
Net charge: 0

Last column: Mulliken charge in e.
CARTESIAN COORDINATES (ANGSTROEM)
Tl1 0.496 0.655 0.787  0.728
N1 1.744 -1.021 -0.701  -1.117
S1 2.116 -2.366 -0.322  1.424
N2 1.411 -3.115 0.975  0.130
S2 0.183 -4.024 1.004  0.645
N3 -1.059 -3.813 0.109  0.511
S3 -1.940 -2.401 0.281  1.623
N4 -1.305 -1.107 0.397  -0.896
C1 -3.048 -2.851 1.618  0.452
C2 -3.902 -3.943 1.533  -0.711
C3 -4.723 -4.230 2.611  -0.763
C4 -4.667 -3.440 3.756  -0.645
C5 -3.800 -2.360 3.828  -0.357
C6 -2.988 -2.052 2.744  -0.467
C7 -2.998 -2.633 -1.148  0.180
C8 -4.018 -1.698 -1.269  -0.475
C9 -4.847 -1.737 -2.378  -0.804
C10 -4.645 -2.697 -3.362  -0.489
C11 -3.617 -3.618 -3.238  -0.861
C12 -2.785 -3.593 -2.124  0.225
C13 -0.223 -4.085 2.725  0.631
C14 -1.108 -5.072 3.147  -0.831
C15 -1.503 -5.077 4.471  -0.736
C16 -1.026 -4.101 5.342  -0.895
C17 -0.155 -3.121 4.897  -0.379
C18 0.254 -3.100 3.570  0.272
C19 0.636 -5.697 0.609  0.205
C20 -0.117 -6.469 -0.258  0.048
C21 0.321 -7.752 -0.556  -0.820
C22 1.484 -8.243 0.016  -0.635
C23 2.224 -7.457 0.893  -0.698
C24 1.803 -6.173 1.192  -0.764
C25 1.919 -3.591 -1.626  0.156
C26 2.650 -4.770 -1.688  -0.141
C27 2.387 -5.673 -2.707  -0.876
C28 1.400 -5.395 -3.644  -0.523
C29 0.679 -4.210 -3.574  -0.679
C30 0.943 -3.296 -2.564  -0.396
C31 3.817 -2.603 0.184  0.025
C32 4.773 -2.248 -0.760  -0.175
C33 6.115 -2.313 -0.424  -0.791
C34 6.492 -2.707 0.855  -0.479
C35 5.529 -3.031 1.797  -1.045
C36 4.180 -2.984 1.465  0.139
H1 -3.930 -4.550 0.636  0.443
H2 -5.406 -5.068 2.560  0.405
H3 -5.310 -3.670 4.596  0.421
H4 -3.740 -1.744 4.716  0.508
H5 -2.303 -1.214 2.766  0.257
H6 -4.150 -0.943 -0.503  0.500
H7 -5.645 -1.015 -2.477  0.401
H8 -5.291 -2.723 -4.230  0.394
H9 -3.457 -4.362 -4.008  0.447
H10 -1.974 -4.298 -2.022  0.142
H11 -1.482 -5.815 2.453  0.438
H12 -2.194 -5.832 4.822  0.426
H13 -1.353 -4.098 6.373  0.399
H14 0.185 -2.347 5.570  0.496
H15 0.921 -2.332 3.198  -0.256
H16 -1.019 -6.062 -0.691  0.329
H17 -0.250 -8.366 -1.239  0.476
H18 1.819 -9.245 -0.220  0.406
H19 3.131 -7.843 1.339  0.471
H20 2.377 -5.539 1.857  0.344
H21 3.414 -4.982 -0.951  0.483
H22 2.953 -6.593 -2.769  0.435
H23 1.200 -6.102 -4.440  0.428
H24 -0.082 -3.991 -4.312  0.464
H25 0.411 -2.354 -2.487  0.443
H26 4.463 -1.915 -1.743  0.508
H27 6.866 -2.045 -1.155  0.408
H28 7.540 -2.747 1.119  0.399
H29 5.822 -3.312 2.800  0.455
H30 3.418 -3.207 2.198  0.428
O1 -1.852 1.737 4.426  -0.706
S4 -1.074 0.627 4.895  1.038
O2 -1.786 -0.474 5.501  -0.572
N5 -0.083 0.065 3.712  -0.120
C37 1.187 0.242 4.009  0.713
S5 2.459 -0.220 3.004  -0.507
C38 1.418 0.878 5.347  -0.078
C39 2.617 1.185 5.967  -0.629
C40 2.574 1.776 7.223  -0.594
C41 1.358 2.055 7.844  -0.502
C42 0.154 1.749 7.222  -0.764
C43 0.222 1.160 5.976  0.163
H31 3.551 0.964 5.467  0.454
H32 3.497 2.027 7.728  0.398
H33 1.353 2.519 8.822  0.388
H34 -0.796 1.964 7.692  0.472

(3)
This record from the OMol25 dataset describes C43H35ClEuN4O4PS as an isolated structure. The level of theory is wB97M-V/def2-TZVPD.

Values from the calculation:
LUMO level (spin up / spin down), eV: -0.31 / -0.29
HOMO-LUMO gap (spin up / spin down), eV: 7.693 / 7.716
2S+1: 7
Energy, hartree: -4089.80039
Largest force on an atom, eV Å⁻¹: 1.30
Net charge: 0

Last column: Mulliken charge in e.
CARTESIAN COORDINATES (ANGSTROEM)
Eu1 -0.130 -0.004 -0.132  0.605
O1 -1.073 2.510 3.343  -0.761
C1 -0.465 1.919 2.469  -0.150
O2 -0.910 1.019 1.675  -0.043
C2 1.004 2.281 2.232  0.575
C3 1.603 3.268 2.998  -0.864
C4 2.907 3.636 2.718  -0.541
C5 3.564 2.997 1.676  -1.186
C6 2.895 2.009 0.979  -0.246
N1 1.640 1.643 1.242  1.006
H1 1.019 3.732 3.781  0.574
H2 3.404 4.405 3.295  0.432
H3 4.579 3.255 1.408  0.507
H4 3.385 1.485 0.166  0.210
Cl1 -7.374 -0.130 2.010  -0.243
C7 -5.729 -0.441 1.547  -0.055
C8 -5.098 -1.623 1.979  -0.631
C9 -3.809 -1.887 1.619  -0.930
C10 -3.045 -1.000 0.806  0.290
O3 -1.850 -1.305 0.472  0.300
C11 -3.710 0.204 0.388  1.591
C12 -3.099 1.188 -0.438  -0.687
O4 -1.956 1.207 -0.924  -0.263
C13 -5.047 0.450 0.778  -1.091
H5 -5.647 -2.317 2.603  0.452
H6 -3.316 -2.791 1.957  0.458
H7 -3.763 2.030 -0.695  0.148
H8 -5.523 1.370 0.461  0.413
C14 -3.336 -2.691 -3.059  -1.159
C15 -2.518 -3.733 -3.471  -0.679
C16 -1.148 -3.602 -3.347  -1.308
C17 -0.607 -2.427 -2.815  0.233
N2 -1.410 -1.435 -2.396  0.729
C18 -2.727 -1.572 -2.525  -0.088
C19 0.850 -2.198 -2.672  1.448
C20 1.736 -2.957 -3.442  -0.993
C21 3.102 -2.777 -3.325  -1.106
C22 3.578 -1.813 -2.451  -0.845
C23 2.683 -1.047 -1.717  -0.509
C24 1.288 -1.201 -1.767  0.697
H9 -4.413 -2.753 -3.140  0.472
H10 -2.946 -4.638 -3.882  0.403
H11 -0.509 -4.419 -3.647  0.351
H12 -3.330 -0.741 -2.174  0.432
H13 1.365 -3.678 -4.160  0.409
H14 3.783 -3.374 -3.918  0.382
H15 4.646 -1.652 -2.350  0.457
H16 3.103 -0.286 -1.064  0.519
C25 0.118 -1.949 6.064  -0.677
C26 -0.704 -1.434 5.075  -0.854
C27 -0.228 -1.298 3.778  -0.235
C28 1.077 -1.673 3.465  0.563
C29 1.899 -2.191 4.466  -0.440
C30 1.418 -2.330 5.757  -0.865
P1 1.596 -1.528 1.710  2.411
C31 1.551 -3.305 1.227  0.336
C32 2.462 -4.247 1.702  -0.263
C33 2.377 -5.570 1.297  -0.813
C34 1.375 -5.971 0.424  -0.751
C35 0.444 -5.048 -0.025  -0.795
C36 0.532 -3.722 0.373  -0.169
C37 3.394 -1.213 1.887  0.139
C38 3.841 -0.336 2.875  -0.680
C39 5.190 -0.050 3.007  -0.792
C40 6.112 -0.620 2.141  -0.755
C41 5.674 -1.481 1.145  -1.030
C42 4.327 -1.780 1.020  -0.703
H17 -0.249 -2.050 7.078  0.394
H18 -1.714 -1.125 5.312  0.490
H19 -0.866 -0.885 3.006  0.132
H20 2.917 -2.480 4.240  0.316
H21 2.062 -2.734 6.529  0.440
H22 3.244 -3.949 2.388  0.289
H23 3.095 -6.292 1.665  0.432
H24 1.320 -7.001 0.096  0.397
H25 -0.355 -5.358 -0.688  0.480
H26 -0.209 -3.009 0.032  0.320
H27 3.125 0.119 3.551  0.523
H28 5.522 0.628 3.784  0.457
H29 7.167 -0.401 2.250  0.416
H30 6.387 -1.925 0.461  0.457
H31 3.998 -2.457 0.244  0.877
N3 -0.296 1.223 -3.389  -0.206
C43 0.031 2.308 -2.670  0.182
N4 -0.804 3.363 -2.703  -0.349
S1 1.477 2.387 -1.830  -0.332
H32 -1.260 1.054 -3.629  0.303
H33 0.280 0.404 -3.247  0.190
H34 -1.762 3.254 -2.987  0.229
H35 -0.576 4.128 -2.094  0.222